[1]
12
Properties=species:S:1:pos:R:3 method="wB97M-V/def2-TZVPD" lumo_ev=0.944 multiplicity=1 homo_ev=-9.01
C 2.19504 -0.29902 -0.05799
O 0.75952 -0.40353 -0.15430
N 0.35540 0.82066 -0.22378
C -0.86197 0.80288 0.18526
N -1.64516 -0.34877 0.39124
O -2.76481 -0.26383 -0.43548
H 2.52747 0.08715 1.02135
H 2.49695 -1.23926 -0.13230
H 2.76679 0.50696 -0.85627
H -1.36168 1.71768 0.01538
H -0.98144 -1.02555 -0.05101
H -3.48612 -0.35536 0.29791

---

[2]
12
Properties=species:S:1:pos:R:3 method="wB97M-V/def2-TZVPD" lumo_ev=0.685 multiplicity=1 homo_ev=-9.18
O -1.01245 1.86065 0.62191
C -0.94672 0.58845 1.11200
N 0.05744 -0.19513 1.23390
N 1.07498 -0.09007 0.28892
C 0.83415 -0.97754 -0.79066
O -0.46425 -0.60191 -1.42870
H -0.17533 2.15639 0.23824
H -1.80672 0.34944 1.72302
H 1.26772 0.85450 -0.04904
H 0.74832 -1.99388 -0.40028
H 1.60977 -0.86584 -1.54950
H -1.18691 -1.08507 -0.99981

---

[3]
12
Properties=species:S:1:pos:R:3 method="wB97M-V/def2-TZVPD" lumo_ev=0.349 multiplicity=1 homo_ev=-9.03
O -0.96393 -1.54020 -0.57316
C -0.64741 -2.47888 0.23765
O 0.13826 -2.39470 1.17990
H -1.12127 -3.45024 0.02591
N 0.52517 0.22360 0.34578
C 0.62016 1.48346 0.19144
N -0.10882 2.15310 -0.71700
H -0.26294 -0.49951 -0.19516
H 0.98418 -0.28625 1.08963
H 1.24857 2.10588 0.82418
H 0.18338 3.07255 -0.99201
H -0.59534 1.61118 -1.41717

---

[4]
12
Properties=species:S:1:pos:R:3 method="wB97M-V/def2-TZVPD" lumo_ev=0.912 multiplicity=1 homo_ev=-10.29
C -1.93842 0.65153 -0.07265
N -1.29733 -0.16836 0.95732
N -0.14276 -0.45432 0.86454
O 0.60872 -1.07489 1.58763
O 0.45473 -0.13848 -0.44184
C 1.86628 -0.35266 -0.46525
H -1.21192 1.52487 -0.27588
H -2.83502 1.07902 0.23056
H -2.10356 0.16087 -1.07255
H 2.12137 -0.74192 0.52718
H 2.28463 0.60984 -0.55075
H 2.19329 -1.09551 -1.28832

---

[5]
12
Properties=species:S:1:pos:R:3 method="wB97M-V/def2-TZVPD" lumo_ev=0.492 multiplicity=1 homo_ev=-8.93
N 1.32449 0.92606 0.35270
C 0.88022 -0.07342 -0.46631
O 1.59268 -0.58947 -1.29766
C -0.45590 -1.04229 0.23664
N -1.58431 -0.21696 0.26715
O -1.72271 0.48556 -0.91233
H 2.25433 1.28736 0.19728
H 0.74522 1.33781 1.06397
H -0.54081 -1.79701 -0.54203
H -0.19757 -1.42409 1.22252
H -1.58597 0.43442 1.05211
H -0.70968 0.67203 -1.17403

---

[6]
12
Properties=species:S:1:pos:R:3 method="wB97M-V/def2-TZVPD" lumo_ev="-1.160 / -0.129" multiplicity=1 homo_ev="-9.61 / -9.02"
C -1.17167 -2.33843 -1.01496
N 1.61770 2.41611 0.97372
C 0.13139 0.81322 0.41845
O -0.14078 -0.32100 -0.07663
O -1.52526 -1.10610 -1.37794
N 1.31757 1.36801 0.23222
H 2.44856 2.91730 0.70250
H 0.91206 2.89439 1.53310
H -0.60504 1.30820 1.07901
H -0.47071 -2.14243 -0.12329
H -1.99973 -2.94619 -0.61342
H -0.51408 -2.86308 -1.73277

---

[7]
13
Properties=species:S:1:pos:R:3 method="wB97M-V/def2-TZVPD" lumo_ev=0.324 multiplicity=1 homo_ev=-9.86
C -1.33799 0.87283 1.25709
C -1.16159 1.65863 0.02135
N -1.36874 0.23286 0.16686
N 0.85847 -1.35405 0.76075
O 0.86441 -1.17123 -1.94225
O 2.99823 -1.42399 -0.70820
S 1.79012 -0.68866 -0.51009
H -1.57888 1.00699 2.26968
H 0.78587 -0.35185 -2.39235
H -1.99526 2.35648 -0.34791
H -0.21676 1.81408 -0.37226
H 0.14989 -0.78146 1.22886
H 0.21225 -2.17064 0.56848

---

[8]
13
Properties=species:S:1:pos:R:3 method="wB97M-V/def2-TZVPD" lumo_ev=-0.688 multiplicity=1 homo_ev=-10.79
C -1.63248 -0.41579 0.29584
C -0.94217 0.71084 -0.52731
N 0.35554 1.05813 -0.12355
N 2.31064 -0.73076 0.40616
O 2.71359 0.20654 0.97823
O 2.76742 -1.81389 0.32412
O 1.16235 -0.55885 -0.30836
H -2.58990 0.07946 0.52886
H -1.65590 -1.34025 -0.24542
H -1.07635 -0.61527 1.28313
H -0.83744 0.29882 -1.60423
H -1.58219 1.67637 -0.24901
H 1.00689 1.44465 -0.75845

---

Energy relative to the best compared isomer or geometry (same formula, charge and spin) values, unit kcal per mole, following the record order: 144.0; 66.7; 18.5; 128.7; 76.7; 140.8; 106.5; 200.0.